1.
Density functional theory data (the ωB97M-V functional and the def2-TZVPD basis) for a cluster of 13 separate species, C20H62N19O14 in total in a non-equilibrium geometry.

```
! RIJCOSX wB97M-V def2-TZVPD def2/J DEFGRID3
* xyz -1 1
N -1.263 -3.217 -0.777
H 0.365 6.154 1.612
N -5.453 -2.607 1.056
H 5.733 -1.457 0.516
C -1.240 0.735 0.191
H -5.095 1.072 0.178
C 2.995 -0.619 0.353
H -0.601 -0.002 -1.763
H 0.509 1.287 -3.299
H 2.638 4.075 4.086
C 5.750 -3.950 -1.884
H -3.619 1.974 0.143
H 3.637 0.029 -0.252
H -0.938 -1.910 2.441
H -1.773 0.076 -3.356
O -1.342 1.089 3.673
H 2.267 4.063 2.486
C -0.667 -0.418 -4.986
H -0.779 -3.847 5.864
H 2.101 -0.039 0.574
H 1.863 -3.803 -0.092
H 2.491 0.257 -3.537
N -0.492 0.057 -6.248
N 0.845 2.203 -3.538
O 1.192 1.930 4.499
C 2.817 -1.923 -0.483
O -3.207 3.194 4.454
H -4.141 5.759 2.830
N 2.323 3.502 3.323
O -4.768 3.903 -1.136
C -2.336 -3.916 -0.333
O 0.120 -1.203 -4.472
C -3.317 4.000 3.549
H -6.894 1.632 -1.046
H -3.384 -0.242 1.316
H -2.470 -4.704 -2.200
O -2.804 -3.807 0.800
H -6.991 3.150 -1.760
H 3.889 1.184 -3.316
H 1.457 3.569 -0.089
H -3.804 -5.085 -1.123
H 0.207 1.339 -1.122
C 2.386 -3.040 0.492
H 0.111 4.450 1.818
C -5.151 -1.318 1.326
C 5.153 -3.039 -0.790
H -1.458 1.478 -1.900
H -0.788 -3.263 -1.659
N -0.942 -2.835 2.848
C -0.475 -2.910 4.118
N -4.553 1.831 -0.215
C 1.601 -1.768 -1.414
N 1.150 2.007 2.181
O 2.688 3.447 -3.407
H 3.779 -2.082 -3.168
H -2.375 0.584 -4.947
O -5.931 -0.371 1.423
O 4.195 -1.658 -2.410
H -0.573 3.746 -1.468
O 2.378 3.263 -0.164
C -0.184 5.291 -0.093
H -0.544 3.369 0.242
H -1.599 0.898 2.764
O -0.986 -0.379 0.719
C 2.199 2.331 -3.496
N -2.919 -4.646 -1.305
H 0.315 -0.355 -6.691
H -2.337 3.141 1.981
N 2.884 1.165 -3.349
H 1.712 2.274 1.390
H 1.272 -2.640 -1.984
H 1.892 -1.122 -2.241
H -1.913 1.821 3.941
H -1.063 0.616 -6.854
O -1.784 1.685 0.798
H 1.589 -2.672 1.143
H 2.353 2.573 -0.833
N 3.906 -2.489 -1.312
C -0.801 0.929 -1.226
H 3.307 -4.452 1.853
H 5.505 -4.295 0.919
N 0.073 5.267 1.232
H -4.672 -3.241 0.934
H 6.723 -4.346 -1.584
C 1.509 2.418 3.430
H 0.507 1.232 2.107
C 3.578 -3.584 1.251
N -2.698 4.019 2.344
H 0.309 3.051 -3.532
N -4.074 5.154 3.625
N -6.391 2.398 -1.469
C -5.190 2.751 -0.936
H -1.538 -3.569 2.500
N -0.965 -3.931 4.881
H -4.709 5.423 4.356
N -1.639 0.283 -4.331
H 3.538 -0.863 1.265
N -0.374 4.007 -0.521
O -0.175 6.333 -0.740
C 4.670 -4.053 0.249
H 0.791 -1.432 -0.768
H 4.426 -5.078 -0.036
H -3.256 -1.938 1.022
H 5.164 -4.796 -2.238
H 5.979 -3.287 -2.723
H -0.917 -2.549 -0.098
H 3.978 -2.836 1.937
N -3.804 -1.155 1.338
O 0.172 -2.020 4.632
H -1.615 -4.638 4.588
H 7.035 -2.696 0.014
H -2.643 4.864 1.816
H -6.334 -2.819 0.623
C 6.209 -2.045 -0.267
H 6.513 -1.374 -1.070
*
```

## Properties
DFT total energy   -2893.40163 Ha
HOMO level   -6.34 eV
HOMO-LUMO gap   8.0 eV

Results of the Löwdin charge analysis, in e, for atoms 1 through 4: number 1, N, carries 0.200; number 2, H, carries 0.114; number 3, N, carries 0.151; number 4, H, carries 0.077

2.
Density functional theory data (the ωB97M-V functional and the def2-TZVPD basis) for a structure of composition C16H36N8Pt in a non-equilibrium geometry.

```
! RIJCOSX wB97M-V def2-TZVPD def2/J DEFGRID3
* xyz 2 1
H -1.702 -1.853 -0.147
H -0.838 3.732 2.553
N -1.018 0.240 -3.817
C -0.641 -3.027 1.123
H 1.786 0.831 -5.176
H -1.815 0.911 -2.037
H 2.233 1.613 1.898
N -1.280 -1.754 0.773
N 0.203 0.358 -1.722
N 0.604 0.712 2.875
N 0.789 1.776 -3.595
H -1.875 -1.087 2.663
C -3.008 -0.043 1.113
H -0.458 1.636 -5.271
H 2.132 -0.496 -1.865
C -2.330 -1.293 1.690
H -2.647 1.833 2.753
H 2.516 1.273 3.622
H -0.025 -0.715 -5.394
H 2.699 0.924 -3.656
H -2.715 2.993 1.427
H -3.106 -2.057 1.831
H 0.915 -3.925 2.219
C -0.093 1.898 3.378
H 3.744 -0.360 2.250
N 2.063 -0.961 1.081
H 2.783 -2.911 1.443
N 1.225 -0.565 -3.721
H -0.443 -3.591 0.211
H -0.863 1.593 4.092
H 2.691 -0.713 0.318
H -1.485 -0.849 -2.125
Pt 0.080 0.154 0.660
H 0.610 2.536 3.925
C 0.680 -2.912 1.890
C -0.092 -0.773 -4.308
H 0.772 -1.656 -2.016
C 1.878 -2.421 1.064
H -1.332 -3.623 1.729
H 0.545 -2.296 2.778
H -3.808 0.278 1.786
C -0.742 2.695 2.241
H -0.086 2.680 1.357
H 0.469 -0.056 3.528
C 2.051 0.889 2.702
C 1.710 0.761 -4.091
C 0.702 1.696 -2.158
H -1.217 2.325 -3.824
C -2.128 2.171 1.854
H -3.474 -0.316 0.162
C -1.113 0.147 -2.385
H -2.217 1.450 -0.034
H 1.697 1.862 -1.731
N -2.054 1.057 0.889
C 1.135 -0.659 -2.287
H 0.015 2.469 -1.798
H -0.461 -1.763 -4.032
H 2.461 -1.181 3.134
C 2.659 -0.460 2.335
H 1.745 -2.737 0.029
C -0.525 1.561 -4.186
*
```

## Properties
DFT total energy   -1188.05114 Ha
HOMO level (alpha / beta)   -14.22 / -14.29 eV
HOMO-LUMO gap (alpha / beta)   7.1 / 7.2 eV

Results of the Löwdin charge analysis, in e, for atoms 1 through 4: number 1, H, carries 0.103; number 2, H, carries 0.127; number 3, N, carries -0.080; number 4, C, carries -0.193

3.
Density functional theory data (the ωB97M-V functional and the def2-TZVPD basis) for a cluster of 2 separate species, C2H9N2PS in total in a non-equilibrium geometry.

```
! RIJCOSX wB97M-V def2-TZVPD def2/J DEFGRID3
* xyz 0 1
H 1.480 -2.314 0.463
H 3.782 0.983 -0.138
N 1.735 -0.498 -0.083
H 3.044 2.668 -0.200
C 3.041 1.654 -0.525
C -3.544 -0.370 0.895
H -2.091 0.065 -0.828
H 0.194 -1.665 -0.425
S -1.912 -0.683 0.147
H 3.171 1.682 -1.599
P 1.269 0.963 -0.320
H -3.559 -0.717 1.917
H -3.551 0.701 0.881
N 1.180 -1.701 -0.269
H -4.239 -0.767 0.084
*
```

## Properties
Structure (SMILES)   C/P=N/N.CS
DFT total energy   -930.54798 Ha
Relative energy (zero: lowest compared OMol25 entry of this formula, charge and spin)   213.5 kJ/mol
HOMO level   -7.74 eV
HOMO-LUMO gap   8.4 eV

Results of the Löwdin charge analysis, in e, for atoms 1 through 4: number 1, H, carries 0.080; number 2, H, carries 0.009; number 3, N, carries -0.477; number 4, H, carries -0.015

4.
Density functional theory data (the ωB97M-V functional and the def2-TZVPD basis) for a structure of composition C25H29Cl2N5ReSi.

```
! RIJCOSX wB97M-V def2-TZVPD def2/J DEFGRID3
* xyz 2 2
C 1.203 4.054 -3.074
H -0.436 -1.678 3.160
H 1.060 1.736 1.706
C 3.030 -0.425 0.625
C 2.114 -1.830 -2.207
H 5.139 -0.519 0.597
C -2.274 -1.634 1.138
H 1.228 0.540 -5.137
C 0.889 -1.147 -2.196
C 2.430 2.185 -1.630
H -1.738 -0.695 1.248
N 4.273 -0.109 0.275
H -4.353 0.872 -1.742
H -2.577 0.914 4.492
C 1.486 -0.103 -4.305
H 0.039 1.937 5.356
C -3.751 0.538 -0.905
C -0.802 -2.310 -0.794
H 3.930 -2.203 -3.269
H 2.756 -1.200 1.322
H 4.225 3.110 -2.353
C -2.346 1.002 3.427
C -4.021 -3.125 1.852
C 2.701 -0.762 -4.288
H 3.407 -0.623 -5.096
H -2.932 0.255 2.897
C -3.618 -4.056 0.906
Si -0.507 0.834 3.237
C -3.347 -1.914 1.967
H -3.617 -0.537 -0.860
H -2.241 -4.499 -0.670
Cl -4.313 1.183 0.591
N 4.303 0.897 -0.618
H -0.616 3.134 -2.364
C 3.001 -1.648 -3.249
H -2.682 1.991 3.107
H 1.431 1.994 4.281
H -0.606 -3.158 -1.448
C 0.575 -0.305 -3.269
C -1.866 -2.557 0.170
N 1.077 2.181 -1.633
H -4.135 -5.002 0.818
C -2.549 -3.774 0.073
H 0.698 4.815 -3.654
C 0.177 -0.871 3.562
C 3.142 3.120 -2.362
Cl -2.079 1.215 -1.357
H 0.256 -1.018 4.642
C 0.344 2.089 4.318
C 0.045 1.406 1.442
H -4.854 -3.342 2.507
N 2.211 0.374 -0.041
H -0.413 0.135 -3.335
N 2.528 4.047 -3.084
C 0.463 3.124 -2.352
H 0.082 3.115 4.050
H 2.348 -2.519 -1.403
H -0.587 2.308 1.315
H 1.185 -0.974 3.153
H -3.661 -1.201 2.717
Re 0.172 0.687 -0.411
C -0.066 -1.216 -1.056
C 3.039 1.165 -0.787
*
```

## Properties
DFT total energy   -2531.40917 Ha
Expectation value of S²   0.768
Relative energy (zero: lowest compared OMol25 entry of this formula, charge and spin)   46.3 kJ/mol
HOMO level (alpha / beta)   -13.75 / -13.89 eV
HOMO-LUMO gap (alpha / beta)   6.5 / 6.4 eV

Results of the Löwdin charge analysis, in e, for atoms 1 through 4: number 1, C, carries -0.048; number 2, H, carries 0.027; number 3, H, carries 0.021; number 4, C, carries -0.066

5.
Density functional theory data (the ωB97M-V functional and the def2-TZVPD basis) for the ion C3H4NOS with charge -1 in a non-equilibrium geometry.

```
! RIJCOSX wB97M-V def2-TZVPD def2/J DEFGRID3
* xyz -1 1
H 0.769 -1.587 -0.911
N -1.318 0.369 0.345
H -1.816 0.868 1.129
H 0.842 -0.141 -1.547
C 2.298 -0.463 0.132
H 0.177 -0.591 1.540
S 2.898 1.078 -0.043
C -0.271 -0.289 0.676
C 1.020 -0.629 -0.582
O 2.763 -1.427 0.727
*
```

## Properties
Structure (SMILES)   [H]/N=C/CC([O-])=S
DFT total energy   -644.88196 Ha
Relative energy (zero: lowest compared OMol25 entry of this formula, charge and spin)   134.8 kJ/mol
HOMO level   -3.18 eV
HOMO-LUMO gap   7.2 eV

Results of the Löwdin charge analysis, in e, for atoms 1 through 4: number 1, H, carries 0.042; number 2, N, carries 0.019; number 3, H, carries 0.040; number 4, H, carries 0.071

6.
Density functional theory data (the ωB97M-V functional and the def2-TZVPD basis) for a structure of composition C17H29BF4NO2P2Yb in a non-equilibrium geometry.

```
! RIJCOSX wB97M-V def2-TZVPD def2/J DEFGRID3
* xyz 0 2
H 0.867 2.920 0.276
O -1.385 0.011 -0.701
F 3.522 -0.920 2.071
H 1.123 -0.580 3.607
H -3.514 -1.594 -3.259
C 0.698 -2.751 -0.092
C 0.821 -2.581 1.436
H 0.852 -3.586 1.883
H -1.243 -0.562 0.138
P 1.034 1.160 -2.446
H -1.053 -0.675 1.472
C -0.188 4.443 1.478
C 0.718 -4.013 -0.691
H -2.758 -2.274 2.932
C -2.010 2.375 2.187
C -2.192 3.657 2.701
H -1.478 5.674 2.668
H 0.594 -5.084 -2.564
C -0.117 2.150 -3.452
C -1.297 4.667 2.318
N 0.656 -1.638 -0.832
C 2.682 1.591 -3.101
H 0.524 5.230 1.212
H 3.427 0.833 -2.834
C 0.098 -0.950 3.768
H 1.785 -2.094 1.678
H 2.672 1.740 -4.187
H 0.806 -4.892 -0.042
H -1.126 1.731 -3.344
C 0.549 -1.680 -2.217
F 2.081 0.874 2.120
C 0.650 -0.485 -3.019
H -1.635 -3.620 3.295
H 0.440 -2.979 -3.928
H 2.981 2.531 -2.623
F 3.114 0.277 0.153
H -0.109 3.182 -3.080
Yb 0.746 0.394 0.268
F 4.365 1.262 1.837
H 0.191 2.125 -4.504
P -0.519 -1.736 2.297
H -2.352 0.106 -0.655
H -3.038 3.831 3.364
H 0.081 -1.675 4.596
C 0.610 -4.103 -2.082
B 3.362 0.374 1.575
C -1.053 2.257 1.162
H -0.548 -0.094 4.015
H -2.179 -3.329 1.614
C 0.515 -2.958 -2.842
C -0.011 3.177 0.922
H -1.276 1.647 0.316
O -3.489 -0.673 -3.588
C -1.892 -2.843 2.559
H -2.590 1.494 2.481
H -4.210 -0.650 -4.196
H 0.697 -0.694 -4.120
*
```

## Properties
DFT total energy   -3136.21252 Ha
Expectation value of S²   0.759
Relative energy (zero: lowest compared OMol25 entry of this formula, charge and spin)   360.7 kJ/mol
HOMO level (alpha / beta)   -3.54 / -6.08 eV
HOMO-LUMO gap (alpha / beta)   3.6 / 5.9 eV

Results of the Löwdin charge analysis, in e, for atoms 1 through 4: number 1, H, carries 0.085; number 2, O, carries -0.198; number 3, F, carries 0.124; number 4, H, carries 0.047

Copy entry 5 word for word.
Density functional theory data (the ωB97M-V functional and the def2-TZVPD basis) for the ion C3H4NOS with charge -1 in a non-equilibrium geometry.

```
! RIJCOSX wB97M-V def2-TZVPD def2/J DEFGRID3
* xyz -1 1
H 0.769 -1.587 -0.911
N -1.318 0.369 0.345
H -1.816 0.868 1.129
H 0.842 -0.141 -1.547
C 2.298 -0.463 0.132
H 0.177 -0.591 1.540
S 2.898 1.078 -0.043
C -0.271 -0.289 0.676
C 1.020 -0.629 -0.582
O 2.763 -1.427 0.727
*
```

## Properties
Structure (SMILES)   [H]/N=C/CC([O-])=S
DFT total energy   -644.88196 Ha
Relative energy (zero: lowest compared OMol25 entry of this formula, charge and spin)   134.8 kJ/mol
HOMO level   -3.18 eV
HOMO-LUMO gap   7.2 eV

Results of the Löwdin charge analysis, in e, for atoms 1 through 4: number 1, H, carries 0.042; number 2, N, carries 0.019; number 3, H, carries 0.040; number 4, H, carries 0.071